1.
{
  "formula": "C7H11O3",
  "method": "ωB97M-V with the def2-TZVPD basis set",
  "total_charge": -1,
  "de_lowest_kcal_mol": 91.0,
  "spin_multiplicity": 1,
  "fmax_ev_per_a": 4.48,
  "symbols": ["O", "O", "O", "C", "C", "C", "C", "C", "C", "C", "H", "H", "H", "H", "H", "H", "H", "H", "H", "H", "H"],
  "coordinates": [[-0.835, 0.238, -0.841], [-3.578, 1.089, 0.539], [-2.849, -1.040, 1.019], [1.292, -0.586, 0.223], [1.056, 0.861, 0.622], [-1.456, -0.459, -1.924], [2.101, 2.076, 0.543], [0.656, 0.407, -0.797], [-3.115, 0.052, 0.745], [0.558, -1.763, 0.836], [1.679, 3.022, 0.994], [-0.625, -0.252, -2.668], [-1.553, -1.608, -1.863], [-2.440, -0.038, -2.368], [2.528, 2.171, -0.421], [-0.565, -1.492, 0.816], [2.924, 1.829, 1.297], [2.276, -0.732, -0.077], [0.740, -2.522, 0.157], [0.204, 0.905, 1.456], [1.000, -2.157, 1.710]]
}

=====

2.
{
  "formula": "C7H11O5Y",
  "method": "ωB97M-V with the def2-TZVPD basis set",
  "total_charge": 2,
  "e_tot_ha": -687.258552,
  "spin_multiplicity": 1,
  "fmax_ev_per_a": 2.45,
  "symbols": ["Y", "O", "O", "O", "O", "O", "C", "C", "C", "C", "C", "C", "C", "H", "H", "H", "H", "H", "H", "H", "H", "H", "H", "H"],
  "coordinates": [[0.552, 0.427, -1.559], [1.945, 0.469, 0.067], [-0.557, 0.147, 0.345], [-1.678, 2.427, -0.402], [-0.133, -2.012, -1.569], [-1.273, 0.235, -2.265], [-2.423, 1.535, -0.060], [1.537, -0.211, 1.264], [0.110, 0.182, 1.588], [-1.970, -0.534, -1.383], [-1.929, 0.110, 0.056], [-1.313, -1.912, -1.281], [3.359, 0.464, -0.131], [2.197, 0.082, 2.092], [-2.506, -0.466, 0.797], [3.630, -0.282, -0.891], [0.050, 1.206, 1.973], [-0.344, -0.542, 2.278], [-3.034, -0.666, -1.657], [3.658, 1.470, -0.438], [-3.519, 1.673, 0.033], [-1.848, -2.731, -0.764], [1.626, -1.294, 1.097], [3.865, 0.224, 0.812]]
}

=====

3.
{
  "formula": "C7H12",
  "method": "ωB97M-V with the def2-TZVPD basis set",
  "total_charge": -1,
  "de_lowest_kcal_mol": 26.2,
  "spin_multiplicity": 2,
  "fmax_ev_per_a": 2.55,
  "symbols": ["C", "C", "C", "C", "C", "C", "C", "H", "H", "H", "H", "H", "H", "H", "H", "H", "H", "H", "H"],
  "coordinates": [[-1.835, 0.570, -1.073], [-0.456, 0.494, -1.079], [0.566, -0.710, 2.481], [0.419, 1.200, -2.041], [1.035, -1.299, -0.372], [0.200, -0.302, -0.005], [-0.332, -0.196, 1.393], [1.521, -0.178, 2.384], [0.044, 2.184, -2.363], [1.413, -2.135, 0.209], [0.761, -1.773, 2.394], [1.403, 1.520, -1.660], [1.323, -1.338, -1.419], [0.103, -0.463, 3.435], [-0.721, 0.838, 1.434], [-2.412, 0.815, -1.963], [-1.300, -0.736, 1.380], [0.650, 0.591, -2.948], [-2.382, 0.918, -0.188]]
}

=====

4.
{
  "formula": "C7H12",
  "method": "ωB97M-V with the def2-TZVPD basis set",
  "smiles": "CC1=CC1.C=CC",
  "de_lowest_kcal_mol": 74.6,
  "spin_multiplicity": 1,
  "fmax_ev_per_a": 0.39,
  "symbols": ["C", "C", "C", "C", "C", "C", "C", "H", "H", "H", "H", "H", "H", "H", "H", "H", "H", "H", "H"],
  "coordinates": [[-2.504, 0.485, 0.015], [0.586, 0.031, 1.696], [2.124, 1.052, -0.239], [2.438, -0.410, -0.373], [-0.720, -0.578, -1.380], [-1.723, -0.684, -0.514], [1.424, 0.258, 0.503], [-2.029, -1.673, -0.174], [-0.369, 0.393, -1.720], [0.120, -0.956, 1.692], [2.134, -0.965, -1.266], [-0.189, 0.794, 1.815], [-3.378, 0.670, -0.620], [-0.202, -1.449, -1.767], [-1.900, 1.399, 0.017], [-2.870, 0.310, 1.032], [1.263, 0.093, 2.554], [3.333, -0.825, 0.101], [2.419, 2.058, -0.490]]
}

=====

5.
{
  "formula": "C7H12",
  "method": "ωB97M-V with the def2-TZVPD basis set",
  "smiles": "C=C/C=C(/C)CC",
  "de_lowest_kcal_mol": 39.4,
  "spin_multiplicity": 1,
  "fmax_ev_per_a": 2.63,
  "symbols": ["C", "C", "C", "C", "C", "C", "C", "H", "H", "H", "H", "H", "H", "H", "H", "H", "H", "H", "H"],
  "coordinates": [[0.331, 0.641, 3.058], [0.313, 0.940, 1.759], [-0.338, 0.695, -1.225], [1.014, 0.086, 0.792], [-1.731, 0.016, -1.304], [0.680, -0.122, -0.496], [0.965, -1.391, -1.226], [-0.369, 1.121, 3.740], [-0.568, 1.684, -0.827], [1.708, -0.659, 1.198], [1.844, -1.240, -1.860], [1.085, 0.100, 3.583], [0.246, -1.893, -1.871], [1.269, -2.251, -0.606], [0.074, 0.923, -2.216], [-0.169, 1.824, 1.401], [-2.186, 0.199, -2.275], [-1.713, -1.040, -1.060], [-2.456, 0.366, -0.566]]
}

=====

6.
{
  "formula": "C7H12",
  "method": "ωB97M-V with the def2-TZVPD basis set",
  "de_lowest_kcal_mol": 81.3,
  "spin_multiplicity": 1,
  "fmax_ev_per_a": 0.42,
  "symbols": ["C", "C", "C", "C", "C", "C", "C", "H", "H", "H", "H", "H", "H", "H", "H", "H", "H", "H", "H"],
  "coordinates": [[-1.759, -0.245, -0.443], [1.840, 0.117, 0.862], [1.742, -0.252, -0.524], [0.606, 0.022, -1.212], [-0.593, 0.729, -0.675], [2.986, -0.532, 1.556], [-3.017, 0.469, 0.042], [-3.352, 1.216, -0.688], [-2.831, 0.987, 0.989], [-1.978, -0.792, -1.371], [2.533, -0.812, -1.045], [3.637, -1.202, 0.965], [-3.837, -0.239, 0.201], [-1.446, -0.995, 0.294], [-0.908, 1.488, -1.406], [0.517, -0.343, -2.239], [-0.321, 1.219, 0.264], [2.580, -1.090, 2.413], [3.602, 0.254, 2.018]]
}

=====

7.
{
  "formula": "C7H12",
  "method": "ωB97M-V with the def2-TZVPD basis set",
  "smiles": "CC1=CC(C)(C)C1",
  "de_lowest_kcal_mol": 52.3,
  "spin_multiplicity": 1,
  "fmax_ev_per_a": 3.67,
  "symbols": ["C", "C", "C", "C", "C", "C", "C", "H", "H", "H", "H", "H", "H", "H", "H", "H", "H", "H", "H"],
  "coordinates": [[1.307, -0.111, -0.089], [0.323, -0.386, 1.036], [-0.792, -0.146, -0.048], [2.777, 0.202, -0.062], [0.352, -0.074, -1.015], [-1.815, -1.170, -0.475], [-1.492, 1.198, 0.215], [-1.523, -2.169, -0.491], [-2.215, 1.096, 1.110], [-0.998, 2.127, 0.543], [0.546, 0.090, -2.130], [0.487, 0.472, 1.868], [-2.101, 1.535, -0.596], [3.333, -0.253, -0.804], [-2.194, -0.995, -1.489], [3.101, -0.116, 0.852], [3.000, 1.258, -0.050], [-2.677, -1.211, 0.227], [0.583, -1.346, 1.398]]
}

=====

8.
{
  "formula": "C7H12",
  "method": "ωB97M-V with the def2-TZVPD basis set",
  "smiles": "C=C(/C=C/C)CC",
  "de_lowest_kcal_mol": 83.8,
  "spin_multiplicity": 1,
  "fmax_ev_per_a": 3.22,
  "symbols": ["C", "C", "C", "C", "C", "C", "C", "H", "H", "H", "H", "H", "H", "H", "H", "H", "H", "H", "H"],
  "coordinates": [[0.580, -2.342, 0.227], [0.078, -1.094, 0.269], [0.564, 2.167, -1.683], [-1.726, 0.506, 1.168], [0.478, -0.296, -0.924], [-0.531, -0.494, 1.541], [0.788, 1.048, -0.697], [1.582, 2.609, -1.968], [-2.047, 1.040, 2.106], [0.081, 1.691, -2.584], [0.055, -0.005, 2.372], [0.999, -0.866, -1.763], [0.360, -3.056, 1.133], [1.216, 1.459, 0.309], [-1.318, 1.289, 0.506], [-2.301, -0.047, 0.381], [-0.066, 3.062, -1.178], [1.013, -2.733, -0.703], [-0.963, -1.412, 1.985]]
}

=====

9.
{
  "formula": "C7H12",
  "method": "ωB97M-V with the def2-TZVPD basis set",
  "smiles": "CC#CCCCC",
  "de_lowest_kcal_mol": 60.6,
  "spin_multiplicity": 1,
  "fmax_ev_per_a": 2.95,
  "symbols": ["C", "C", "C", "C", "C", "C", "C", "H", "H", "H", "H", "H", "H", "H", "H", "H", "H", "H", "H"],
  "coordinates": [[1.627, -0.548, 0.112], [2.829, -0.414, 0.060], [0.321, -0.698, -0.482], [-2.069, 0.033, -0.667], [-0.781, 0.148, 0.136], [-3.195, 0.852, -0.052], [4.084, -0.216, 0.745], [-2.360, -1.025, -0.730], [-0.458, 1.198, 0.174], [0.483, -0.409, -1.525], [3.346, -0.271, 1.590], [-1.880, 0.359, -1.699], [-4.123, 0.762, -0.622], [4.575, 0.755, 0.588], [-2.922, 1.913, -0.012], [4.810, -1.040, 0.700], [0.057, -1.760, -0.466], [-3.392, 0.523, 0.975], [-0.951, -0.162, 1.175]]
}

=====

10.
{
  "formula": "C7H12",
  "method": "ωB97M-V with the def2-TZVPD basis set",
  "smiles": "C=CC=C.C=CC",
  "de_lowest_kcal_mol": 43.9,
  "spin_multiplicity": 1,
  "fmax_ev_per_a": 0.22,
  "symbols": ["C", "C", "C", "C", "C", "C", "C", "H", "H", "H", "H", "H", "H", "H", "H", "H", "H", "H", "H"],
  "coordinates": [[-0.439, 0.098, 1.993], [-1.497, 0.206, -2.006], [2.167, 0.104, -1.732], [0.788, -0.395, 1.939], [0.907, 0.450, -1.487], [-0.217, -0.003, -2.299], [-1.480, -0.366, 2.969], [2.985, 0.432, -1.106], [1.528, -0.069, 1.224], [-2.343, -0.787, 2.449], [-0.745, 0.882, 1.307], [-2.273, -0.142, -2.674], [-1.076, -1.130, 3.633], [-1.835, 0.465, 3.583], [2.401, -0.538, -2.575], [-1.799, 0.714, -1.098], [0.032, -0.572, -3.191], [0.692, 1.117, -0.659], [1.077, -1.188, 2.621]]
}

=====

11.
{
  "formula": "C7H12",
  "method": "ωB97M-V with the def2-TZVPD basis set",
  "smiles": "CC1CC2(CC2)C1",
  "de_lowest_kcal_mol": 38.5,
  "spin_multiplicity": 1,
  "fmax_ev_per_a": 0.89,
  "symbols": ["C", "C", "C", "C", "C", "C", "C", "H", "H", "H", "H", "H", "H", "H", "H", "H", "H", "H", "H"],
  "coordinates": [[-0.770, 0.857, -0.100], [0.003, -0.064, 0.867], [0.320, 0.633, -1.181], [0.114, 0.206, 2.351], [-0.394, -1.118, 1.860], [-0.187, 0.059, -2.501], [1.049, -0.393, -0.206], [0.872, 1.564, -1.400], [-0.588, 0.990, 2.641], [0.444, -1.828, 1.822], [-0.884, 1.913, 0.192], [-0.831, 0.742, -3.078], [-1.388, -1.522, 2.072], [1.014, 0.185, 2.962], [2.093, -0.197, 0.073], [-1.753, 0.479, -0.397], [-0.772, -0.844, -2.295], [0.659, -0.208, -3.143], [0.999, -1.453, -0.539]]
}